No. 1
This record from OMol25 describes a 7-piece molecular cluster, C36H49FN3O26PS2 overall in a non-equilibrium geometry. The level of theory is wB97M-V/def2-TZVPD.

XYZ file:
```
118
Properties=species:S:1:pos:R:3:forces:R:3
C 5.28376 3.67526 -0.59537 -0.285 -0.390 0.390
C 4.81230 2.58635 -1.20119 0.358 0.435 0.036
C 3.42050 2.01474 -1.13454 0.036 -0.705 0.125
C 2.80148 1.73487 0.23608 1.609 -0.636 0.341
C 3.88286 1.19631 1.19033 -1.056 -0.373 0.546
C 4.54126 -0.08783 0.70596 0.383 0.429 0.636
S 5.27081 -1.00439 2.11819 -0.020 -0.147 -0.062
C 3.83361 -1.85227 2.65059 -0.004 -0.185 -0.421
N 3.23664 -2.85853 2.08995 0.394 0.545 0.299
N 2.14030 -3.13896 2.87141 -0.405 0.202 0.748
C 2.14117 -2.29791 3.85842 0.683 -0.533 -1.264
O 3.20659 -1.44423 3.78179 -0.727 -0.135 0.341
O 2.26626 2.90625 0.94925 -0.248 0.120 -0.149
C 2.24234 4.02022 0.30345 0.104 -0.992 0.480
N 2.29407 5.01850 -0.24875 -0.123 1.134 -0.600
O 1.85421 0.72455 0.28840 -0.333 1.025 -0.220
C 0.71687 0.74301 -0.51290 -1.272 -0.922 -0.783
O 0.40728 2.03165 -0.96304 0.466 0.304 0.412
C 1.01830 -0.11160 -1.79240 0.501 0.504 -0.126
O 2.00870 -1.07775 -1.63301 -0.197 -0.061 0.241
C 1.61659 -2.24371 -0.93721 0.392 -0.643 -0.075
C -0.54876 0.23965 0.40168 1.334 0.642 0.212
S 0.09312 -0.40015 2.00967 -0.530 -0.603 0.227
O -1.49997 1.28520 0.48474 0.128 -0.727 -0.034
C -1.46496 2.21315 1.53876 -2.533 2.310 -0.982
C -2.28100 1.80231 2.72098 -0.246 -1.237 0.036
C -2.84205 0.54966 2.82839 -0.085 0.949 -0.008
C -2.11898 3.51428 0.92167 0.025 -0.165 -0.454
C -1.15480 4.63618 0.75940 0.096 -0.104 0.004
O -0.61040 5.23953 1.61451 0.186 0.207 0.455
F -0.89327 4.92467 -0.52627 -0.092 0.076 -0.411
P -1.58599 -1.20223 -0.18297 -0.899 -1.431 1.103
O -1.78794 -2.18543 0.91539 0.216 -0.179 0.155
H 6.05237 4.29163 -1.03383 0.763 -0.475 0.316
H 4.91401 3.97164 0.37720 -0.622 0.728 -0.350
H 5.49473 2.07189 -1.86855 -0.384 0.375 -0.871
H 2.77709 2.59380 -1.79220 -0.131 0.278 0.143
H 3.46856 1.03320 -1.60468 -0.078 -0.202 0.085
H 3.31477 0.94473 2.08780 -0.015 0.060 0.152
H 4.58715 1.96137 1.48951 0.236 0.086 -0.247
H 3.84820 -0.76955 0.23159 -0.056 0.044 -0.348
H 5.39487 0.16019 0.08159 0.016 -0.282 -0.311
H 1.41118 -2.23058 4.64291 0.039 0.206 0.200
H -0.14111 1.95778 -1.75099 -0.075 0.063 -0.014
H 1.46332 0.60734 -2.47848 0.019 0.073 -0.128
H 0.12232 -0.46612 -2.30903 -0.143 -0.228 0.218
H 0.86491 -2.80767 -1.48591 -0.274 0.113 -0.019
H 2.48935 -2.88930 -0.90256 0.185 0.016 0.022
H 1.32287 -2.08255 0.10132 -0.199 0.305 0.019
H 0.65209 0.71236 2.51441 0.077 0.167 -0.473
H -0.47504 2.53695 1.85825 0.316 -0.573 0.144
H -2.45252 2.54528 3.49518 1.685 -0.331 0.801
H -2.51844 -0.15588 3.58333 -1.416 0.503 1.227
H -3.64684 0.26707 2.15755 1.350 -1.041 -1.371
H -2.54676 3.26403 -0.04274 0.005 -0.181 -0.099
H -2.94238 3.86065 1.53628 0.057 0.110 0.291
H -2.84201 -0.69342 -0.52095 0.386 0.635 -0.404
H -1.07053 -1.87665 -1.29224 0.110 0.648 -0.323
C 1.99030 -4.71182 -5.64517 0.061 -0.126 -0.026
C 1.60562 -4.76590 -4.18272 0.020 -0.381 0.084
O 1.74818 -3.39890 -3.77859 0.049 -0.015 -0.205
C 1.62470 -2.62129 -4.87750 -0.091 0.047 0.073
O 1.52453 -1.43649 -4.86061 -0.030 0.051 -0.015
O 1.62851 -3.37390 -6.00415 0.061 -0.032 0.065
H 1.45199 -5.43213 -6.25546 -0.111 0.152 -0.079
H 3.06296 -4.84177 -5.80377 0.003 0.052 0.015
H 0.57258 -5.06757 -4.03185 0.026 0.054 -0.065
H 2.25658 -5.41140 -3.59701 0.119 0.211 0.091
C 5.75096 -1.62444 5.83758 -0.104 -0.052 -0.073
C 5.37056 -1.59998 7.30237 -0.173 -0.016 0.016
O 6.63660 -1.74317 7.95056 -0.025 0.024 -0.106
C 7.60040 -1.31394 7.09474 0.035 0.000 -0.001
O 8.73636 -1.14771 7.38974 0.046 0.009 0.017
O 7.08254 -1.10180 5.85971 -0.074 -0.048 0.115
H 5.10530 -1.01057 5.22032 0.158 0.161 -0.051
H 5.77639 -2.63818 5.43030 0.025 -0.006 0.035
H 4.92615 -0.64882 7.60226 0.036 0.021 -0.026
H 4.70078 -2.40855 7.58409 0.139 -0.072 0.106
C -4.07354 -5.62651 -1.92721 -0.139 -0.060 0.111
C -4.00052 -4.16739 -1.52964 -0.205 0.025 0.252
O -2.70850 -3.79129 -2.00843 0.004 -0.041 -0.040
C -2.36298 -4.63169 -3.00311 -0.021 0.124 -0.041
O -1.42437 -4.47480 -3.71819 -0.068 -0.037 -0.021
O -3.22565 -5.66975 -3.08255 -0.003 0.050 0.061
H -5.07918 -5.95414 -2.17668 0.060 -0.025 -0.192
H -3.66112 -6.28804 -1.16418 0.044 0.035 0.003
H -4.75278 -3.55460 -2.03131 0.032 -0.029 -0.073
H -4.07010 -4.01048 -0.45611 0.227 0.082 0.001
C -0.85431 1.82149 7.49912 0.063 0.168 0.092
C -2.05460 2.21822 6.66865 -0.120 0.247 -0.011
O -2.03994 1.24910 5.61432 0.237 -0.148 0.505
C -1.37471 0.15560 6.06901 -0.028 0.054 -0.009
O -1.32405 -0.88922 5.50846 0.062 -0.058 -0.059
O -0.76774 0.41630 7.25363 -0.050 0.046 -0.080
H -0.98262 2.01898 8.55997 -0.005 -0.183 0.029
H 0.06621 2.29746 7.15611 -0.016 -0.010 -0.041
H -2.99437 2.12704 7.21577 0.019 -0.045 0.019
H -1.97472 3.22406 6.26320 -0.003 -0.075 -0.177
C -5.75553 -1.12553 -4.86779 -0.101 -0.021 -0.067
C -5.86422 0.36538 -4.63943 -0.264 0.003 -0.171
O -4.99256 0.56657 -3.51680 0.015 -0.092 -0.062
C -4.09841 -0.44370 -3.49701 0.037 0.029 -0.079
O -3.13778 -0.47713 -2.79483 0.070 0.027 -0.108
O -4.43614 -1.41119 -4.37931 -0.086 0.023 0.099
H -5.84927 -1.40700 -5.91272 0.207 -0.050 -0.003
H -6.48028 -1.69314 -4.28096 0.034 0.017 0.049
H -5.49285 0.94754 -5.48197 0.037 -0.040 -0.013
H -6.87435 0.68766 -4.40770 0.074 0.117 0.162
C -4.11672 4.51292 -6.04286 0.177 0.103 -0.021
C -4.45275 4.88552 -4.61376 0.175 0.074 0.073
O -5.84987 4.57544 -4.53894 0.115 -0.015 -0.095
C -6.12690 3.65320 -5.48591 -0.074 0.111 0.055
O -7.15560 3.06524 -5.57264 -0.072 -0.103 -0.033
O -5.07399 3.48252 -6.32040 0.022 0.046 0.088
H -3.10391 4.13804 -6.16131 -0.073 -0.176 -0.039
H -4.27628 5.33668 -6.73997 -0.052 0.000 0.015
H -3.91799 4.27445 -3.88480 -0.020 -0.042 -0.023
H -4.28005 5.93499 -4.39262 -0.190 0.024 0.019
```
Positions in Å, forces in eV/Å.

- E_LUMO: 0.0052 Eh
- E_HOMO: -0.27386 Eh
- SMILES string: C=CC[C@@](CCSc1nnco1)(OC#N)O[C@@](O)(COC)[C@@](S)(O[C@H](C=C)CC(=O)F)[PH2]=O.O=C1OCCO1.O=C1OCCO1.O=C1OCCO1.O=C1OCCO1.O=C1OCCO1.O=C1OCCO1
- Gap between HOMO and LUMO: 7.59 eV

---

No. 2
This record from OMol25 describes the molecule C5H6O. The level of theory is wB97M-V/def2-TZVPD.

XYZ file:
```
12
Properties=species:S:1:pos:R:3:forces:R:3
C 1.13613 -0.82560 -0.00162 0.018 -0.120 0.151
C 0.39449 0.19625 -0.85825 -0.163 0.162 0.355
O 0.20964 -0.30994 -2.15888 -0.176 0.087 -0.492
C -0.89028 0.74552 -0.38296 -0.047 -0.123 0.299
C -1.21377 0.82612 0.93685 0.184 0.124 0.134
C -1.62477 0.91228 2.08609 0.070 0.082 -0.042
H 0.51167 -1.70052 0.19581 0.023 0.091 -0.092
H 1.41737 -0.38277 0.95823 -0.078 -0.010 -0.123
H 2.04780 -1.15973 -0.50396 -0.159 0.077 -0.021
H 1.02577 1.11438 -0.90034 -0.138 0.029 0.133
H -0.59123 0.14483 -2.47862 0.383 -0.317 -0.021
H -2.00618 1.02292 3.08109 0.084 -0.084 -0.281
```
Positions in Å, forces in eV/Å.

- Energy above the lowest of the compared OMol25 structures with the same formula, charge and spin: 464.04 kJ/mol
- E_LUMO: -0.0504 Eh
- E_HOMO: -0.31564 Eh
- Gap between HOMO and LUMO: 7.22 eV

---

No. 3
This record from OMol25 describes a 4-piece molecular cluster, C6H20O4 overall in a non-equilibrium geometry. The level of theory is wB97M-V/def2-TZVPD.

XYZ file:
```
30
Properties=species:S:1:pos:R:3:forces:R:3
C 18.21627 -13.62367 -3.84634 0.595 -0.057 1.701
C 19.50493 -13.48485 -4.67985 -1.492 0.615 0.941
O 19.49108 -14.61405 -5.48888 0.441 -1.341 -1.226
H 18.08196 -12.85044 -3.08992 -0.233 0.810 -0.696
H 18.30354 -14.42058 -3.10782 0.591 -0.716 -0.334
H 17.27812 -13.89304 -4.33153 0.222 0.634 -0.620
H 20.40505 -13.46921 -4.06533 -0.120 0.006 0.336
H 19.53206 -12.59408 -5.30745 -0.248 0.275 0.099
H 20.34411 -14.64345 -5.92828 0.035 -0.295 -0.285
C 18.85616 -17.92191 -5.81103 -0.739 0.314 0.318
C 17.97287 -19.03442 -6.31765 1.064 -1.518 1.351
O 16.88219 -18.58637 -7.02271 -1.686 2.164 -2.150
H 19.74844 -18.27384 -5.29326 -0.118 -0.185 -0.182
H 18.21049 -17.45547 -5.06696 0.488 0.765 0.041
H 19.13536 -17.22363 -6.60005 0.114 0.000 0.047
H 17.42510 -19.40847 -5.45270 0.902 -0.922 0.547
H 18.57127 -19.80286 -6.80704 -0.380 -0.157 -0.228
H 16.59336 -19.08794 -7.78860 0.457 -0.466 0.114
C 14.41330 -14.95672 -9.15037 -0.095 0.890 0.190
C 14.91672 -16.20211 -9.82710 0.767 1.475 0.357
O 16.17510 -16.52236 -9.34783 -0.373 -1.279 -1.522
H 13.58136 -14.53061 -9.71109 -0.299 -0.290 0.351
H 15.14864 -14.15354 -9.10254 0.438 -0.150 -0.540
H 14.22402 -15.10545 -8.08728 -0.659 -0.297 -0.098
H 14.98911 -16.18185 -10.91450 -0.013 -0.206 -0.321
H 14.25038 -17.03329 -9.59639 -0.394 -0.859 0.085
H 16.29459 -16.04255 -8.52497 0.861 1.000 1.950
O 16.92891 -15.61926 -6.80346 -0.999 -0.010 -1.062
H 17.10887 -16.54490 -6.96785 0.112 -0.751 0.547
H 17.70077 -15.30459 -6.33288 0.760 0.550 0.288
```
Positions in Å, forces in eV/Å.

- Spin multiplicity: 2
- Energy above the lowest of the compared OMol25 structures with the same formula, charge and spin: 58.09 kJ/mol
- E_LUMO (alpha / beta): -0.1024 / -0.3481 Eh
- E_HOMO (alpha / beta): -0.48348 / -0.48344 Eh
- Net charge: +1
- Gap between HOMO and LUMO (alpha / beta): 10.37 / 3.68 eV

---

No. 4
This record from OMol25 describes the molecule C19H26N2O4. The level of theory is wB97M-V/def2-TZVPD.

XYZ file:
```
51
Properties=species:S:1:pos:R:3:forces:R:3
C -4.79556 -1.17937 -0.17777 0.092 0.054 0.150
H -5.13643 -2.15982 0.14796 -0.076 -0.086 -0.036
C -4.08469 -0.47846 0.97480 0.094 0.099 -0.120
H -4.75857 -0.42952 1.83421 0.067 -0.004 0.062
H -3.22121 -1.07885 1.27278 -0.027 -0.021 0.113
C -3.60282 0.94844 0.66936 0.093 -0.277 -0.094
C -2.54141 0.96387 -0.43666 -0.537 0.338 -0.094
H -2.16797 1.98019 -0.58961 -0.015 -0.108 -0.029
H -2.95045 0.58402 -1.37683 0.051 0.109 0.122
O -1.41295 0.17953 -0.06739 0.126 -0.119 0.214
C -1.14552 -0.92361 -0.78880 -0.173 -0.276 -0.456
O -1.80998 -1.25652 -1.74808 -0.015 0.129 0.075
C 0.02543 -1.62206 -0.25873 0.251 -0.232 0.363
C 0.53482 -2.75534 -0.79556 -0.387 0.351 0.047
N 1.64506 -3.33640 -0.23291 0.074 -0.133 -0.235
C 2.20302 -2.97009 0.98477 -0.038 -0.161 0.091
O 3.11029 -3.60563 1.47355 0.326 -0.186 0.085
N 1.61257 -1.91002 1.57359 -0.212 0.150 0.221
H 2.05502 -1.59103 2.42248 0.078 -0.148 -0.097
C 0.71040 -0.97076 0.92673 -0.066 0.217 -0.155
C 1.45409 0.27476 0.48289 -0.097 0.174 0.267
C 2.48327 0.18002 -0.44860 -0.034 0.158 0.073
C 3.17150 1.30231 -0.85211 0.050 0.153 -0.027
C 2.84373 2.55780 -0.33593 -0.075 -0.147 0.034
C 1.81408 2.65827 0.59264 0.202 0.389 -0.087
C 1.13444 1.52071 0.99485 0.088 -0.315 -0.099
H 0.33376 1.61177 1.71387 -0.116 -0.001 0.080
H 1.53289 3.61176 1.01146 0.010 0.105 0.016
O 3.58317 3.60156 -0.80033 0.032 -0.305 -0.092
C 3.30928 4.89184 -0.31143 -0.046 0.193 0.079
H 4.01670 5.55220 -0.81047 -0.072 -0.006 0.062
H 2.28905 5.20638 -0.55427 0.032 -0.018 0.024
H 3.46093 4.95253 0.77119 -0.023 -0.006 -0.039
H 3.97223 1.23791 -1.57150 0.105 -0.010 -0.091
H 2.74912 -0.78335 -0.85783 0.054 -0.123 -0.083
H -0.04777 -0.67938 1.66523 0.167 -0.045 -0.166
H 2.01220 -4.18491 -0.63957 0.000 0.125 0.159
C 0.00655 -3.48427 -1.98481 -0.138 0.091 -0.092
H 0.78047 -3.54832 -2.74892 0.097 -0.036 -0.055
H -0.85792 -2.97263 -2.39178 0.075 -0.091 -0.020
H -0.27471 -4.49766 -1.70013 0.019 -0.095 0.036
C -4.76472 1.88101 0.30660 0.315 0.079 0.134
C -4.42230 3.35838 0.46559 -0.119 -0.171 -0.086
H -5.29606 3.96971 0.25174 -0.020 0.136 -0.016
H -4.09975 3.56895 1.48300 0.048 0.064 0.102
H -3.62898 3.65556 -0.21525 0.092 0.114 -0.048
H -5.60936 1.64818 0.95851 -0.068 -0.080 -0.063
H -5.07490 1.69321 -0.72243 -0.128 -0.069 -0.032
H -3.12788 1.32779 1.58230 -0.014 0.044 -0.004
H -4.12530 -1.32290 -1.02078 0.000 -0.020 -0.120
H -5.66176 -0.61198 -0.50765 -0.143 0.020 -0.076
```
Positions in Å, forces in eV/Å.

- Energy above the lowest of the compared OMol25 structures with the same formula, charge and spin: 48.99 kJ/mol
- E_LUMO: 0.0235 Eh
- E_HOMO: -0.30935 Eh
- SMILES string: CCC(CC)COC(=O)C1=C(C)NC(=O)N[C@H]1c1ccc(OC)cc1
- Gap between HOMO and LUMO: 9.06 eV

---

no.,energy (a.u.)
1,-4759.08078
2,-269.16950
3,-541.14918
4,-1150.12318